1.
{"formula": "C6H11IN3", "method": "ωB97M-V/def2-TZVPD", "symbols": ["C", "C", "C", "C", "C", "C", "N", "N", "N", "I", "H", "H", "H", "H", "H", "H", "H", "H", "H", "H", "H"], "xyz": [[0.21, -0.79, 1.96], [0.60, 0.28, 1.23], [-1.49, -0.25, 0.66], [1.95, 0.75, 1.29], [1.02, -0.61, -2.52], [0.18, 0.46, -2.73], [-1.16, -1.04, 1.73], [-0.47, 0.58, 0.43], [-2.68, -0.41, 0.05], [1.12, 2.30, -2.24], [0.81, -1.50, 2.55], [2.64, 0.47, 0.54], [2.00, 1.83, 1.04], [2.38, 0.74, 2.26], [-3.22, 0.40, -0.66], [0.48, -1.57, -2.62], [2.01, -0.62, -2.17], [-0.85, 0.50, -3.16], [-1.63, -1.67, 2.35], [-0.59, 1.31, -0.26], [-3.30, -1.16, 0.27]], "lowdin_charge": [-0.006, -0.289, -0.355, -0.039, -0.132, -0.643, 0.158, 0.177, 0.151, 0.838, 0.152, 0.075, 0.085, 0.088, 0.249, 0.069, 0.026, 0.049, 0.163, 0.084, 0.100], "largest_force_ev_per_a": 5.8, "energy_ev": -18963.356, "lumo_ev": -3.05, "total_charge": 1, "homo_lumo_gap_ev": 9.3, "homo_ev": -12.4, "e_above_lowest_kcal_mol": 0.0}

---

2.
{"formula": "C6H11IO3", "method": "ωB97M-V/def2-TZVPD", "symbols": ["C", "C", "C", "C", "C", "C", "O", "O", "O", "I", "H", "H", "H", "H", "H", "H", "H", "H", "H", "H", "H"], "xyz": [[-1.00, 0.11, -0.89], [-2.19, 0.58, 0.04], [0.14, 0.90, -0.18], [-0.25, 0.78, 1.28], [2.32, 0.87, -1.25], [-0.29, -2.09, 0.55], [-1.63, 0.79, 1.33], [0.45, 0.65, 2.22], [1.46, 0.31, -0.19], [1.42, -2.36, 1.74], [-0.86, -0.98, -0.77], [-1.18, 0.32, -1.93], [-2.65, 1.58, -0.31], [-2.92, -0.12, 0.10], [0.21, 1.94, -0.45], [3.11, 0.18, -1.22], [2.66, 1.78, -0.90], [1.92, 1.00, -2.25], [-0.23, -2.87, -0.22], [-1.25, -2.31, 1.01], [0.76, -1.04, 2.28]], "lowdin_charge": [-0.093, -0.140, -0.230, -0.455, -0.035, -0.601, 0.017, 0.075, -0.203, 1.194, 0.042, 0.104, 0.149, 0.079, 0.158, 0.070, 0.062, 0.093, -0.060, -0.035, -0.191], "largest_force_ev_per_a": 4.5, "energy_ev": -20637.385, "lumo_ev": 0.47, "homo_lumo_gap_ev": 7.3, "homo_ev": -6.8, "e_above_lowest_kcal_mol": 114.1}

---

3.
{"formula": "C6H11MoN5P", "method": "ωB97M-V/def2-TZVPD", "symbols": ["C", "C", "C", "C", "C", "Mo", "P", "H", "H", "H", "H", "H", "H", "H", "H", "N", "N", "N", "C", "N", "N", "H", "H", "H"], "xyz": [[-1.48, -1.73, -1.45], [-2.00, -1.18, -2.63], [-2.11, 0.18, -2.99], [-1.75, 1.36, -2.28], [-1.13, 1.44, -1.02], [-0.28, -0.31, -0.90], [0.54, -2.34, 0.46], [-1.55, -2.81, -1.25], [-2.43, -1.89, -3.34], [-2.65, 0.34, -3.91], [-1.04, 2.44, -0.59], [-2.04, 2.30, -2.79], [1.96, -2.45, 0.51], [0.29, -3.66, -0.02], [0.26, -2.58, 1.83], [2.77, 0.69, 3.58], [1.88, 0.97, 2.52], [1.75, 2.21, 2.06], [0.95, 2.03, 0.99], [0.66, 0.74, 0.77], [1.28, 0.04, 1.76], [2.61, -0.16, 4.13], [2.89, 1.52, 4.17], [0.59, 2.85, 0.38]], "mulliken_spin": [-0.280, 0.112, -0.180, 0.113, -0.084, 2.260, -0.008, -0.009, 0.001, -0.008, 0.011, 0.024, 0.017, 0.008, -0.004, 0.001, 0.002, -0.002, 0.029, -0.004, 0.002, 0.000, 0.000, -0.001], "largest_force_ev_per_a": 2.6, "energy_ev": -24981.716, "lumo_ev": [-4.33, -3.99], "multiplicity": 3, "total_charge": 1, "homo_lumo_gap_ev": [6.2, 7.5], "homo_ev": [-10.5, -11.5]}

---

4.
{"formula": "C6H11N", "method": "ωB97M-V/def2-TZVPD", "symbols": ["C", "C", "C", "C", "N", "C", "C", "H", "H", "H", "H", "H", "H", "H", "H", "H", "H", "H"], "xyz": [[0.36, 1.97, 1.02], [0.97, 1.12, 0.20], [0.41, -0.21, -0.13], [0.58, -0.71, -1.37], [1.62, -0.43, -2.24], [-0.40, -0.97, 0.88], [-1.92, -0.70, 0.86], [0.46, 3.05, 1.01], [-0.38, 1.65, 1.74], [1.93, 1.36, -0.22], [-0.10, -1.45, -1.79], [1.38, -0.58, -3.20], [2.17, 0.41, -2.08], [-0.01, -0.71, 1.87], [-0.26, -2.06, 0.90], [-2.02, 0.38, 1.03], [-2.30, -0.91, -0.13], [-2.48, -1.21, 1.64]], "lowdin_charge": [0.003, -0.141, -0.277, -0.162, 0.057, -0.232, -0.097, 0.049, 0.050, 0.090, 0.120, 0.079, 0.070, 0.105, 0.101, 0.054, 0.067, 0.065], "largest_force_ev_per_a": 1.5, "energy_ev": -7888.784, "lumo_ev": 1.03, "homo_lumo_gap_ev": 8.5, "smiles": "C=C/C(=C\\N)CC", "homo_ev": -7.5, "e_above_lowest_kcal_mol": 40.3}

---

5.
{"formula": "C6H11N", "method": "ωB97M-V/def2-TZVPD", "symbols": ["C", "C", "C", "C", "C", "N", "C", "H", "H", "H", "H", "H", "H", "H", "H", "H", "H", "H"], "xyz": [[0.39, -2.73, 1.62], [0.61, -1.83, 0.65], [-0.16, -0.58, 0.51], [-0.08, 0.28, -0.54], [0.94, -0.04, -1.68], [-0.41, 1.62, -0.57], [-1.35, 2.31, 0.30], [1.26, -3.32, 1.87], [-0.58, -2.68, 2.07], [1.58, -1.78, 0.14], [-1.09, -0.46, 1.06], [0.68, 0.42, -2.64], [0.79, -1.11, -1.79], [1.96, 0.23, -1.31], [0.14, 2.18, -1.19], [-2.02, 1.55, 0.67], [-0.75, 2.85, 1.08], [-1.91, 3.09, -0.25]], "lowdin_charge": [-0.017, -0.217, -0.108, -0.328, -0.042, -0.073, -0.083, 0.047, 0.052, 0.087, 0.093, 0.073, 0.059, 0.099, 0.115, 0.071, 0.091, 0.082], "largest_force_ev_per_a": 3.3, "energy_ev": -7888.304, "lumo_ev": 0.94, "homo_lumo_gap_ev": 8.1, "smiles": "C=C/C=C(\\C)NC", "homo_ev": -7.2, "e_above_lowest_kcal_mol": 51.4}

---

6.
{"formula": "C6H11N", "method": "ωB97M-V/def2-TZVPD", "symbols": ["C", "C", "C", "C", "C", "C", "N", "H", "H", "H", "H", "H", "H", "H", "H", "H", "H", "H"], "xyz": [[-2.57, 0.23, 0.12], [-1.30, -0.54, -0.23], [0.00, 0.09, 0.31], [1.25, -0.63, -0.21], [2.57, 0.05, 0.15], [0.08, 1.81, -0.98], [0.05, 1.66, 0.20], [-3.46, -0.35, -0.14], [-2.61, 1.18, -0.42], [-2.61, 0.45, 1.19], [-1.34, -1.54, 0.22], [-1.24, -0.69, -1.32], [-0.02, 0.05, 1.39], [1.22, -1.63, 0.26], [1.20, -0.80, -1.29], [2.61, 0.29, 1.21], [3.42, -0.60, -0.09], [2.68, 0.98, -0.41]], "lowdin_charge": [-0.113, -0.249, -0.363, -0.249, -0.114, 0.070, 0.013, 0.072, 0.062, 0.077, 0.116, 0.113, 0.126, 0.116, 0.113, 0.077, 0.072, 0.061], "largest_force_ev_per_a": 1.7, "energy_ev": -7888.450, "lumo_ev": 0.91, "homo_lumo_gap_ev": 11.9, "homo_ev": -11.0, "e_above_lowest_kcal_mol": 48.0}

---

7.
{"formula": "C6H11N", "method": "ωB97M-V/def2-TZVPD", "symbols": ["C", "C", "C", "C", "C", "C", "N", "H", "H", "H", "H", "H", "H", "H", "H", "H", "H", "H"], "xyz": [[-0.77, -0.82, -1.73], [0.35, 0.02, -1.22], [0.86, 0.04, 0.03], [2.21, 0.64, 0.32], [0.16, -0.51, 1.17], [-1.14, -0.28, 1.44], [-1.97, 0.63, 0.83], [-1.22, -1.41, -0.93], [-1.54, -0.21, -2.18], [-0.40, -1.49, -2.51], [0.90, 0.55, -2.00], [2.10, 1.53, 0.93], [2.74, 0.90, -0.60], [2.83, -0.06, 0.88], [0.73, -1.13, 1.85], [-1.60, -0.79, 2.28], [-2.49, 1.25, 1.44], [-1.78, 1.14, -0.01]], "lowdin_charge": [-0.106, -0.137, -0.333, -0.063, -0.103, -0.211, 0.052, 0.064, 0.070, 0.074, 0.099, 0.079, 0.071, 0.077, 0.101, 0.107, 0.083, 0.077], "largest_force_ev_per_a": 1.4, "energy_ev": -7889.480, "lumo_ev": 1.10, "homo_lumo_gap_ev": 8.9, "smiles": "C/C=C(C)\\C=C/N", "homo_ev": -7.8, "e_above_lowest_kcal_mol": 24.2}

---

8.
{"formula": "C6H11N", "method": "ωB97M-V/def2-TZVPD", "symbols": ["C", "C", "C", "C", "C", "N", "C", "H", "H", "H", "H", "H", "H", "H", "H", "H", "H", "H"], "xyz": [[1.45, 1.67, 0.85], [1.22, 1.11, -0.33], [-0.04, 0.77, -1.06], [-0.20, -0.53, -0.60], [0.71, -1.62, -1.19], [-1.42, -0.90, 0.06], [-1.63, -0.26, 1.35], [2.42, 1.55, 1.31], [0.75, 2.39, 1.27], [2.11, 0.82, -0.89], [-0.85, 1.38, -1.45], [0.11, -2.44, -1.56], [1.27, -1.05, -1.92], [1.44, -2.02, -0.48], [-2.22, -0.69, -0.53], [-0.72, 0.07, 1.84], [-2.16, -0.91, 2.04], [-2.22, 0.67, 1.30]], "lowdin_charge": [-0.020, -0.221, -0.051, -0.334, -0.033, -0.066, -0.123, 0.047, 0.056, 0.103, 0.093, 0.083, 0.066, 0.072, 0.113, 0.069, 0.070, 0.077], "largest_force_ev_per_a": 2.5, "energy_ev": -7886.070, "lumo_ev": 0.55, "homo_lumo_gap_ev": 8.2, "smiles": "C=C/C=C(\\C)NC", "homo_ev": -7.7, "e_above_lowest_kcal_mol": 102.9}

---

9.
{"formula": "C6H11N", "method": "ωB97M-V/def2-TZVPD", "symbols": ["C", "C", "C", "C", "C", "C", "N", "H", "H", "H", "H", "H", "H", "H", "H", "H", "H", "H"], "xyz": [[-2.18, -1.54, -0.89], [0.50, 2.72, 0.33], [0.96, 1.40, 0.23], [1.96, 1.09, -0.67], [0.41, -0.92, 0.99], [0.25, 0.41, 1.04], [-1.20, -2.65, -0.56], [-2.30, -1.25, -1.94], [-3.16, -1.63, -0.42], [0.47, 3.32, -0.57], [-0.20, 2.92, 1.13], [2.19, 1.75, -1.50], [2.39, 0.10, -0.65], [0.68, -1.45, 0.08], [-0.14, -1.47, 1.74], [-0.51, 0.78, 1.72], [-1.44, -0.92, -0.36], [-1.13, -3.03, -1.52]], "lowdin_charge": [-0.221, 0.132, -0.401, 0.118, -0.021, -0.179, -0.042, 0.056, 0.061, 0.073, 0.062, 0.066, 0.063, 0.045, 0.069, 0.104, 0.024, -0.008], "largest_force_ev_per_a": 2.9, "energy_ev": -7881.479, "lumo_ev": -3.10, "homo_lumo_gap_ev": 2.9, "homo_ev": -6.0, "e_above_lowest_kcal_mol": 208.8}

---

10.
{"formula": "C6H11N", "method": "ωB97M-V/def2-TZVPD", "symbols": ["C", "N", "C", "C", "C", "C", "C", "H", "H", "H", "H", "H", "H", "H", "H", "H", "H", "H"], "xyz": [[2.68, -0.22, -0.78], [1.33, -0.01, 1.65], [0.49, 0.05, 0.50], [1.21, -0.10, -0.75], [-3.23, -0.08, -0.61], [-1.85, 0.34, -0.64], [-0.84, 0.15, 0.57], [3.16, 0.32, 0.15], [3.08, 0.19, -1.71], [3.09, -1.25, -0.74], [1.59, -0.97, 1.77], [0.80, 0.36, 2.42], [0.68, -0.51, -1.64], [-4.04, 0.27, -0.08], [-3.42, -1.08, -1.07], [-2.45, 1.19, -0.31], [-1.22, 0.55, -1.56], [-1.36, 0.16, 1.52]], "lowdin_charge": [-0.146, 0.070, -0.387, -0.079, -0.100, -0.248, 0.001, 0.106, 0.062, 0.081, 0.087, 0.073, 0.110, -0.005, 0.049, 0.093, 0.123, 0.110], "largest_force_ev_per_a": 5.6, "energy_ev": -7883.082, "lumo_ev": -1.53, "homo_lumo_gap_ev": 4.4, "homo_ev": -5.9, "e_above_lowest_kcal_mol": 171.8}

---

11.
{"formula": "C6H11N", "method": "ωB97M-V/def2-TZVPD", "symbols": ["C", "C", "C", "C", "C", "C", "N", "H", "H", "H", "H", "H", "H", "H", "H", "H", "H", "H"], "xyz": [[1.08, 2.19, -2.28], [0.60, 1.80, -0.91], [0.38, 0.54, -0.51], [0.40, 0.29, 1.01], [-0.38, -0.84, 1.62], [-0.87, -1.87, 0.93], [-1.68, -2.90, 1.39], [1.96, 2.82, -2.21], [1.34, 1.29, -2.84], [0.25, 2.65, -2.84], [0.30, 2.58, -0.21], [-0.24, -0.17, -1.05], [1.46, 0.03, 1.12], [0.09, 1.24, 1.46], [-0.29, -0.98, 2.70], [-0.68, -1.78, -0.13], [-1.38, -3.61, 2.03], [-2.32, -3.27, 0.71]], "lowdin_charge": [-0.107, -0.180, -0.121, -0.213, -0.117, -0.243, 0.026, 0.070, 0.069, 0.070, 0.101, 0.095, 0.111, 0.102, 0.101, 0.089, 0.076, 0.071], "largest_force_ev_per_a": 2.6, "energy_ev": -7887.783, "lumo_ev": 1.16, "homo_lumo_gap_ev": 9.3, "smiles": "C/C=C/C/C=C/N", "homo_ev": -8.1, "e_above_lowest_kcal_mol": 63.4}

---

12.
{"formula": "C6H11N", "method": "ωB97M-V/def2-TZVPD", "symbols": ["C", "C", "C", "C", "C", "C", "H", "H", "H", "H", "H", "H", "H", "H", "H", "H", "H", "N"], "xyz": [[1.18, 0.97, 1.65], [0.67, -1.11, 0.08], [-0.86, -1.17, -0.17], [-1.82, -0.77, -1.46], [-0.54, 0.05, -1.25], [0.08, 1.01, -0.40], [1.01, 2.25, 1.73], [0.50, 0.30, 2.60], [2.57, 0.95, 1.86], [1.36, -1.35, -0.70], [0.97, -1.69, 0.99], [-1.38, -0.76, 0.60], [-2.85, -0.74, -1.07], [-1.89, -1.14, -2.43], [0.08, -0.54, -1.78], [0.60, 1.78, -1.03], [-0.68, 1.61, 0.34], [1.00, 0.34, 0.45]], "lowdin_charge": [-0.207, -0.144, -0.072, 0.009, -0.235, -0.271, 0.129, 0.139, 0.135, 0.105, 0.113, 0.058, 0.104, 0.059, 0.078, 0.129, 0.159, -0.289], "largest_force_ev_per_a": 6.0, "energy_ev": -7882.396, "lumo_ev": 1.02, "homo_lumo_gap_ev": 9.0, "homo_ev": -8.0, "e_above_lowest_kcal_mol": 187.6}